(1)
ORCA calculation (ωB97M-V/def2-TZVPD) on a single C5H9N3O molecule.

Values from the calculation:
Relative energy (zero: lowest compared OMol25 entry of this formula, charge and spin) in kJ/mol: 141.13
E_LUMO in eV: 0.80
Structure (SMILES): CC(=C=N)[C@H](N)C(N)=O
E_HOMO in eV: -8.24

The geometry in XYZ format:
```
18
Properties=species:S:1:pos:R:3:mulliken_charge:R:1
H 1.159 1.935 -1.726 0.307
H -2.461 -0.626 1.334 0.226
C -0.621 0.382 -0.105 0.419
C 0.853 0.274 -0.405 0.228
H -1.108 1.003 -0.866 0.407
N 2.099 -1.896 -0.407 -0.552
C 1.590 1.522 -0.813 -1.472
H -2.869 -2.097 0.481 0.241
H -0.741 1.940 1.232 0.240
N -2.304 -1.270 0.578 -0.334
N -0.923 0.944 1.197 -0.678
H 2.459 -2.453 0.359 0.275
H 1.528 2.284 -0.034 0.323
H 2.639 1.300 -0.993 0.383
O -1.041 -1.784 -1.214 -0.605
C -1.300 -1.043 -0.295 0.016
C 1.453 -0.878 -0.253 0.320
H -0.413 0.462 1.930 0.255
```

***

(2)
ORCA calculation (ωB97M-V/def2-TZVPD) on a molecular structure, C49H51LiN3O3S3Se.

Values from the calculation:
Net charge: -1
Relative energy (zero: lowest compared OMol25 entry of this formula, charge and spin) in kJ/mol: 62.32
E_LUMO in eV: 2.17
E_HOMO in eV: -3.94

The geometry in XYZ format:
```
111
Properties=species:S:1:pos:R:3:mulliken_charge:R:1
C -0.112 -0.950 -6.288 -0.752
H 3.703 2.138 2.840 0.221
O -0.448 -0.165 -1.361 -0.333
C -1.792 -4.780 1.862 1.124
H -7.896 -1.705 -0.152 0.366
H -0.416 6.049 1.345 0.272
C 0.424 5.378 1.183 -0.025
C -6.106 -0.606 0.270 -0.377
H 3.327 1.728 0.451 -0.596
H 3.110 -2.222 3.124 0.446
H -1.371 -6.463 -1.560 0.402
H -6.618 0.338 0.424 0.413
H -4.950 1.791 -1.036 0.754
C 0.331 0.903 4.525 -0.598
C -1.349 1.838 -2.862 0.369
C -0.770 -4.826 -0.329 -0.260
C 1.708 5.840 1.433 -1.966
H -2.969 -1.884 0.338 0.442
H -3.127 -6.396 2.356 0.369
C -1.995 3.522 1.868 -1.723
H 7.262 -1.189 2.678 0.370
O -2.359 0.350 0.933 -0.105
H -1.991 4.482 2.390 0.451
C 5.215 -1.718 3.040 -0.667
C -1.468 -5.992 -0.590 -0.708
C -2.006 4.557 -0.432 -1.823
N -0.325 -3.034 1.301 0.013
H -1.758 -3.438 -4.680 0.445
H -1.323 2.434 -1.945 -0.926
C 0.410 -0.414 2.429 0.503
C 2.562 3.649 0.839 0.294
H 1.879 6.855 1.772 0.330
H 5.204 4.099 -0.033 0.299
H -2.827 -7.489 0.150 0.374
H -0.114 -4.379 -1.067 0.510
C -0.275 -1.415 3.159 0.363
C -4.048 -1.874 0.223 -0.240
C -0.931 -4.210 0.911 -0.944
C 4.411 2.537 2.111 -1.339
H -1.141 -2.080 5.036 0.414
C 0.731 0.717 3.210 -0.597
C 6.292 -1.357 2.229 -0.620
C -0.360 -0.106 5.191 -1.017
H 5.555 2.408 -0.418 0.424
C 6.142 -1.189 0.859 -0.836
C -6.149 -2.953 -0.240 -0.601
H -3.032 4.216 -0.598 0.440
C -2.747 1.307 -3.146 -1.246
C -1.048 -1.641 -3.758 -0.238
H 4.724 -1.359 -3.013 0.344
C -3.904 1.515 -0.887 0.341
C 3.953 -1.937 2.508 -0.399
H -6.706 -3.847 -0.491 0.394
H -4.254 -3.957 -0.236 0.377
H -4.169 -0.085 -2.305 0.507
H -3.377 2.155 -3.438 0.548
C -2.303 -6.568 0.373 -0.480
H -2.066 5.570 -0.031 0.438
H 0.265 -0.692 -7.269 0.364
Li 0.182 0.381 0.425 0.692
C -1.255 3.633 0.532 3.532
H 0.633 0.837 -5.349 0.468
H 4.773 3.498 2.485 0.293
S -0.018 0.618 -2.563 0.363
S -3.766 0.791 0.787 0.081
H -0.670 0.014 6.222 0.346
H -3.037 3.217 1.726 0.425
H -2.713 0.633 -4.003 0.315
O 1.071 1.970 0.094 -0.434
H 1.769 -2.148 0.573 -0.117
C 5.110 -0.869 -2.122 -1.055
C -0.777 -2.154 -6.093 -0.469
C 1.254 3.173 0.530 -0.863
H -2.601 -0.057 -1.500 -0.402
S -1.853 -3.757 3.254 -0.492
H 6.174 -1.075 -2.017 0.362
H 3.772 5.287 1.482 0.327
C 2.762 4.953 1.262 0.111
C -1.249 -2.495 -4.832 -0.753
C 0.177 4.087 0.739 0.583
Se 2.114 -2.225 -2.468 -0.284
C 4.878 -1.394 0.332 0.552
C -0.383 -0.444 -3.963 0.474
H -1.510 2.781 2.505 0.197
C 4.751 3.143 -0.310 -1.687
H 4.950 0.207 -2.207 0.283
C 3.809 -1.779 1.141 0.537
C -3.370 0.570 -1.956 0.041
H 4.266 3.268 -1.280 0.353
N 2.749 -2.032 0.292 0.533
H 5.260 1.854 2.052 0.391
C -0.635 -1.274 4.511 -0.601
H -0.982 2.458 -3.683 0.877
H 6.981 -0.915 0.233 0.286
H -3.308 2.426 -0.816 -0.744
C 3.108 -1.813 -0.988 -0.371
C 3.736 2.698 0.746 1.523
C -2.472 -5.966 1.609 -0.677
C -4.769 -3.016 -0.101 -0.616
H 1.297 1.518 2.739 0.389
H -1.373 -1.897 -2.757 0.438
H 5.371 -1.846 4.103 0.400
H -1.206 2.627 0.103 -1.462
H 0.545 1.839 5.034 0.433
C -0.695 -2.644 2.475 -0.009
N 4.405 -1.392 -0.975 0.276
H -1.498 4.612 -1.399 0.340
H -0.910 -2.836 -6.923 0.368
C 0.092 -0.093 -5.217 -0.504
C -6.819 -1.750 -0.052 -0.662
C -4.725 -0.680 0.391 0.309
```

***

(3)
ORCA calculation (ωB97M-V/def2-TZVPD) on a gas-phase ion, C19H27N4 (charge +1).

Values from the calculation:
Net charge: +1
E_LUMO in eV: -2.24
Structure (SMILES): CN(C)/C=C/[C@H](c1ccccc1)[N@H+]1CCC[C@H]1Cn1ccnc1
E_HOMO in eV: -11.18

The geometry in XYZ format:
```
50
Properties=species:S:1:pos:R:3:mulliken_charge:R:1
C -3.655 -1.944 2.147 -0.779
C 4.397 1.881 -0.631 -0.557
H 4.583 -0.459 -2.869 0.329
H -2.406 3.585 1.375 0.354
C 3.081 1.438 -0.689 -0.119
C -0.365 2.205 0.118 -0.709
H -1.500 1.227 1.659 0.157
C -3.911 -2.698 -0.132 -0.630
H -2.585 -1.818 -1.594 0.332
C 4.353 0.285 -2.115 -0.045
H -4.441 -3.299 -0.877 0.410
H 4.793 2.674 -0.005 0.388
H 1.379 4.330 -0.037 0.259
C 0.294 4.529 -0.066 -0.687
C 0.565 -2.232 1.078 -0.681
H -1.259 4.892 1.785 0.279
H 1.036 0.281 -2.278 0.188
C 0.338 -3.263 -0.016 -0.567
H 1.598 -2.344 1.472 0.459
C -2.135 -1.133 0.428 0.245
N 0.544 -0.909 0.326 -0.085
H 2.148 -0.966 -2.858 0.377
H -0.816 -0.169 -1.079 0.585
N 3.056 0.451 -1.649 0.230
H 2.420 -1.612 -0.336 0.427
C 1.868 -0.363 -1.986 -0.993
H -2.112 -0.488 2.494 0.308
H -0.004 4.647 -1.119 0.311
H -0.067 -2.344 -1.960 0.250
H 2.207 1.763 -0.143 0.360
H -0.141 -2.240 1.896 0.476
C -0.866 -0.248 0.040 0.945
N 5.154 1.140 -1.511 -0.626
H 0.073 5.448 0.480 0.220
C -2.588 -1.121 1.748 -0.386
H 0.229 2.077 -0.800 0.987
H -1.115 3.293 2.579 0.314
H -0.699 -3.583 -0.066 0.246
H 0.942 -0.125 0.820 0.477
H -5.164 -3.354 1.512 0.390
H 1.454 -3.210 -1.937 0.493
C 0.792 -2.593 -1.319 -0.708
H 0.935 -4.151 0.180 0.430
C -4.313 -2.737 1.205 -0.517
C -0.968 1.117 0.695 -1.549
C -1.362 3.814 1.640 -0.926
H -3.960 -1.935 3.194 0.391
N -0.436 3.459 0.586 0.057
C 1.477 -1.329 -0.860 0.112
C -2.844 -1.866 -0.526 -0.220
```

***

(4)
ORCA calculation (ωB97M-V/def2-TZVPD) on a single CH5PS molecule.

Values from the calculation:
Relative energy (zero: lowest compared OMol25 entry of this formula, charge and spin) in kJ/mol: 37.06
E_LUMO in eV: 0.63
Structure (SMILES): CPS
E_HOMO in eV: -9.35

The geometry in XYZ format:
```
8
Properties=species:S:1:pos:R:3:mulliken_charge:R:1
H -0.396 -0.911 -1.257 0.285
H -1.138 2.468 -0.187 0.125
H 0.953 0.414 1.555 0.056
S -1.385 1.375 0.406 -0.273
C 0.289 -1.046 -0.383 -0.897
H -0.318 -1.749 0.306 0.305
P 0.754 0.743 0.243 0.070
H 1.241 -1.294 -0.683 0.329
```

***

(5)
ORCA calculation (ωB97M-V/def2-TZVPD) on a single C4H6BrNO molecule.

Values from the calculation:
Relative energy (zero: lowest compared OMol25 entry of this formula, charge and spin) in kJ/mol: 196.52
E_LUMO in eV: 0.20
Structure (SMILES): CCO[C@@H](Br)C#N
E_HOMO in eV: -10.67

The geometry in XYZ format:
```
13
Properties=species:S:1:pos:R:3:mulliken_charge:R:1
H -1.246 0.756 1.597 0.216
H -2.397 -0.572 0.296 0.257
Br 2.476 1.246 -0.189 -0.101
C 2.187 -1.567 -0.152 0.198
H -2.435 1.043 -0.608 0.320
C -1.791 0.263 -0.231 -0.841
H -1.372 -0.355 -1.087 0.218
H 0.800 -0.238 -1.198 0.303
C 1.437 -0.368 -0.368 0.093
C -0.713 0.752 0.645 -0.340
N 3.014 -2.352 -0.119 -0.329
H -0.230 1.732 0.677 0.359
O 0.270 -0.338 0.736 -0.352
```

***

| no. | electronic energy (eV) | gap between HOMO and LUMO (eV) | F_max (eV/Å) |
| --- | --- | --- | --- |
| 1 | -11847.945 | 9.0349 | 1.41 |
| 2 | -160314.408 | 6.1143 | 0.59 |
| 3 | -26094.146 | 8.9381 | 2.06 |
| 4 | -21241.437 | 9.9814 | 3.62 |
| 5 | -77822.787 | 10.8748 | 5.64 |